Entry 1:
Molecular formula: C34H48BMoN5O3PS3
Method: DFT, ωB97M-V with the def2-TZVPD basis set

Atoms and positions in Å:
Mo  9.49927  12.44126  18.14480
C  11.67093  14.31299  17.23848
N  10.38246  14.44432  18.00395
C  10.59890  14.88792  19.39513
C  9.54674  14.47171  20.39096
N  9.38232  12.95815  20.29622
C  10.39203  12.34695  21.21461
C  7.96318  12.65401  20.68080
C  7.43193  13.27886  21.83580
C  6.12398  13.10566  22.18996
C  5.25172  12.40711  21.34797
C  5.77283  11.85284  20.17012
C  7.14850  11.92061  19.84548
S  7.52637  11.07091  18.38717
C  9.56139  15.43797  17.26988
C  9.96426  16.78332  16.98467
C  9.35572  17.58824  16.04441
C  8.20718  17.21184  15.34572
C  7.78487  15.90994  15.67504
C  8.41651  15.01625  16.58247
S  8.34426  13.29585  16.13050
H  12.11699  15.31553  17.18083
H  12.32571  13.62863  17.75532
H  11.51754  13.89617  16.23719
H  11.62336  14.57434  19.72595
H  10.61589  15.97393  19.35887
H  9.78221  14.80477  21.39266
H  8.57587  14.90558  20.13582
H  10.11764  12.55392  22.25906
H  10.32917  11.27452  21.01938
H  11.41694  12.67047  20.98245
H  8.17292  13.84835  22.45476
H  5.80320  13.46301  23.16462
H  4.15106  12.35846  21.48539
H  5.07854  11.24856  19.57062
H  10.81884  17.17405  17.54652
H  9.78584  18.58492  15.84754
H  7.74586  17.86360  14.65205
H  6.88223  15.54236  15.20785
C  16.28415  12.61747  19.37484
S  18.00134  12.65291  18.65637
C  17.72458  13.25783  17.01284
O  18.59362  11.27245  18.51823
H  15.70513  13.26183  18.74703
H  16.25298  12.95461  20.44274
H  15.99463  11.56292  19.40469
H  17.18940  14.20272  17.12360
H  17.05394  12.53133  16.46079
H  18.62552  13.32797  16.49167
C  11.03693  13.52681  7.78767
C  10.72019  14.61269  8.85221
C  9.64060  15.60468  8.30701
C  11.88890  15.61553  9.07837
C  10.17967  13.97362  10.11345
C  9.63079  12.65690  10.00432
C  9.07596  12.07239  11.11342
C  9.12367  12.68395  12.34076
O  8.97814  12.12179  13.56149
B  9.37034  13.15430  14.56536
O  9.98640  14.20050  13.83457
C  9.75149  13.93139  12.48203
C  10.34283  14.58854  11.42028
H  11.64909  13.83236  6.97415
H  10.16051  13.16630  7.31366
H  11.53358  12.74234  8.34646
H  10.06719  15.96969  7.37097
H  9.57750  16.40959  9.01958
H  8.70961  15.13252  8.09036
H  12.13636  16.21003  8.16499
H  12.83947  15.15619  9.26348
H  11.65681  16.26854  9.91930
H  9.48199  12.18308  9.00696
H  8.59898  11.08675  11.13907
H  10.86258  15.53236  11.46534
C  13.07871  8.94715  16.25904
N  12.27561  9.68150  15.25878
C  11.07815  8.88415  14.86799
N  10.29821  8.39492  16.02736
C  11.17857  7.68894  16.94250
N  12.25629  8.55663  17.38393
C  11.79696  9.65569  18.31574
P  10.69687  10.84001  17.35097
C  11.87503  10.91703  15.90262
C  9.55637  9.50964  16.63682
H  13.94754  9.51690  16.59156
H  13.45114  8.01639  15.76460
H  11.49294  8.03423  14.36741
H  10.37175  9.43493  14.23680
H  11.58849  6.82757  16.43467
H  10.66671  7.35736  17.83597
H  12.63784  10.23934  18.70273
H  11.25416  9.23114  19.15408
H  12.77541  11.47222  16.27068
H  11.30682  11.61006  15.21490
H  8.81243  9.92249  15.84342
H  8.95740  9.19476  17.49984

Cartesian forces (eV/Å) of the 3 atoms listed first:
-3.592 2.261 0.199
-0.034 0.610 0.234
0.131 0.683 -0.814

Multiplicity: 3
Orbital gap (spin up / spin down) (eV): 6.608 / 6.264
ΔE to the lowest compared entry with this formula, charge and spin (kcal per mole): 18.4
Net charge: +1
<S²>: 2.0149
LUMO energy (spin up / spin down) (eV): -3.027 / -3.108

Entry 2:
Molecular formula: C34H48BrN4O4P2S3Sn
Method: DFT, ωB97M-V with the def2-TZVPD basis set

Atoms and positions in Å:
Sn  -0.34203  -0.15328  0.60622
C  1.40276  -3.06842  2.33053
C  -0.08173  -3.09890  2.43228
N  -0.88895  -2.24585  1.84555
C  -2.21778  -2.55551  2.08174
C  -2.40321  -3.64925  2.86906
S  -0.89497  -4.31528  3.31335
C  -3.25685  -1.68824  1.52445
C  -4.60768  -1.82399  1.61805
S  -5.37914  -0.48491  0.89162
C  -3.85590  0.18817  0.48805
N  -2.84744  -0.55085  0.87060
C  -3.70966  1.49926  -0.20813
H  1.70654  -2.99070  1.28184
H  1.84110  -3.96932  2.75457
H  1.78567  -2.18998  2.85923
H  -3.33066  -4.08876  3.19553
H  -5.17756  -2.61555  2.07472
H  -4.22310  2.29087  0.33802
H  -4.13909  1.46392  -1.20989
H  -2.65356  1.75905  -0.29200
C  3.08104  -0.41625  -3.36036
P  2.66817  -1.30123  -1.84481
C  3.55508  -0.46716  -0.53597
C  3.11600  -3.02218  -1.96887
C  4.31485  -3.71628  -1.88583
C  4.26101  -5.09381  -2.05015
C  3.05104  -5.74724  -2.28595
C  1.85298  -5.04854  -2.34832
C  1.90558  -3.67146  -2.17839
P  0.61458  -2.40763  -2.13218
C  -0.81743  -3.18834  -1.37070
C  0.15624  -1.97876  -3.83227
H  4.10239  -0.72396  -3.60616
H  3.06869  0.65777  -3.17759
H  2.43884  -0.65426  -4.20497
H  4.57577  -0.44193  -0.93680
H  3.50482  -1.01977  0.39822
H  3.18975  0.54455  -0.37122
H  5.25836  -3.21885  -1.70261
H  5.17142  -5.67411  -1.98265
H  3.04601  -6.82265  -2.40134
H  0.92276  -5.57767  -2.50661
H  -0.56547  -3.64602  -0.41643
H  -1.08238  -3.94495  -2.11705
H  -1.63448  -2.47948  -1.24531
H  0.64171  -2.68808  -4.50495
H  0.43250  -0.96069  -4.08287
H  -0.92440  -2.05945  -3.92660
Br  1.47109  5.45816  0.66212
C  2.05837  4.23699  1.98679
C  2.70309  4.69917  3.12581
C  3.08680  3.78762  4.10034
C  2.82059  2.43472  3.94483
C  2.19452  1.98242  2.78761
C  1.81836  2.88797  1.80326
C  1.84639  0.53343  2.64820
O  1.75913  -0.19784  3.62092
O  1.61968  0.12625  1.42044
H  2.90664  5.75402  3.24722
H  3.58937  4.14199  4.98981
H  3.09677  1.72303  4.71110
H  1.32559  2.54739  0.90178
C  -2.61706  1.31852  -5.10077
N  -2.29937  0.77992  -3.78052
C  -3.10875  -0.35124  -3.37136
C  -1.20070  1.12391  -3.05413
O  -0.68677  0.32165  -2.23451
N  -0.67601  2.36390  -3.21839
C  -1.44503  3.53778  -3.62772
C  0.60968  2.67405  -2.62156
H  -2.89448  0.48777  -5.75057
H  -1.74786  1.80617  -5.53278
H  -3.45147  2.01967  -5.07598
H  -2.93949  -1.22379  -4.01061
H  -4.16499  -0.09059  -3.45911
H  -2.88927  -0.60806  -2.33701
H  -1.18258  3.87164  -4.63162
H  -1.22630  4.34764  -2.93100
H  -2.51028  3.33514  -3.57950
H  1.18068  1.76032  -2.48298
H  0.49198  3.16628  -1.65084
H  1.15529  3.34988  -3.28011
O  -0.79437  1.01660  2.33097
S  -1.88767  1.22424  3.41516
C  -2.00460  3.03086  3.52653
C  -0.97006  3.46752  4.55815
C  -1.05510  2.42844  5.66975
C  -0.97380  1.06851  4.98074
H  -3.02516  3.25208  3.84511
H  -1.85026  3.41417  2.51859
H  -1.18406  4.47405  4.91386
H  0.02595  3.46809  4.10846
H  -2.00031  2.52806  6.20681
H  -0.25205  2.52570  6.39869
H  -1.39742  0.24161  5.54712
H  0.04305  0.81015  4.67426

Cartesian forces (eV/Å) of the 3 atoms listed first:
-0.125 -0.328 0.652
0.086 0.079 0.070
0.127 -0.205 0.003

Orbital gap (eV): 5.473
ΔE to the lowest compared entry with this formula, charge and spin (kcal per mole): 42.8
Net charge: +3
LUMO energy (eV): -9.547

Entry 3:
Molecular formula: C34H48Cl14N4
Method: DFT, ωB97M-V with the def2-TZVPD basis set

Atoms and positions in Å:
N  13.99734  9.20602  16.10100
C  14.34565  8.95074  14.81125
C  13.63403  9.36116  13.68644
C  12.41618  10.02034  13.89205
C  11.93086  10.17063  15.19179
C  12.76903  9.82416  16.24559
H  15.26936  8.34484  14.73584
H  14.07426  9.18862  12.70951
H  11.87208  10.43424  13.05460
H  10.95585  10.59038  15.41496
H  12.48263  9.96357  17.30601
N  9.78167  10.62664  9.01319
C  9.52790  11.13763  7.76839
C  10.09413  12.30704  7.30821
C  10.83922  13.05160  8.19046
C  11.08168  12.58948  9.49706
C  10.59353  11.33754  9.81048
H  8.95050  10.44806  7.14271
H  10.12134  12.58736  6.25750
H  11.24179  14.06052  7.87139
H  11.61907  13.13134  10.30626
H  10.89136  10.74401  10.70868
N  6.30829  14.96954  13.63682
C  5.69762  14.77867  12.44892
C  5.45707  15.74976  11.45874
C  5.91768  17.02274  11.66004
C  6.62742  17.27218  12.88304
C  6.72406  16.29142  13.83315
H  5.46376  13.70886  12.27703
H  4.83141  15.50971  10.61455
H  5.66030  17.81526  10.93262
H  6.94604  18.27456  13.11241
H  7.24733  16.52308  14.75956
N  8.94139  10.17907  18.23841
C  8.90164  11.41663  17.74857
C  8.31570  11.78084  16.49897
C  7.79114  10.73238  15.78380
C  7.70356  9.44436  16.35189
C  8.36848  9.21722  17.52733
H  9.31606  12.23053  18.34471
H  8.14689  12.79807  16.20127
H  7.36165  10.86851  14.78056
H  7.19812  8.67610  15.84188
H  8.52100  8.21402  17.87264
Cl  8.65344  18.26944  16.44088
C  9.87550  17.76489  17.63809
C  10.58499  16.53138  17.14833
Cl  9.44024  15.15513  17.15486
H  9.33112  17.57530  18.55703
H  10.56206  18.58537  17.84529
H  11.45263  16.30733  17.77450
H  10.99880  16.67000  16.13492
Cl  15.06215  12.34254  14.89411
C  15.28010  13.83399  13.91651
C  15.76596  13.69082  12.50244
Cl  14.41139  13.08533  11.48001
H  16.05253  14.37230  14.49500
H  14.37942  14.42928  13.98638
H  16.71029  13.15517  12.37244
H  16.00746  14.67850  12.16681
Cl  9.51400  16.98889  9.63222
C  11.07842  17.47782  8.83113
C  12.29172  17.45639  9.74068
Cl  12.51746  15.97202  10.62971
H  10.99588  18.46015  8.38731
H  11.27475  16.77627  7.99810
H  12.28459  18.31554  10.40775
H  13.16388  17.56949  9.09473
Cl  5.69913  10.14100  12.43907
C  6.92562  10.09871  11.13637
C  7.87533  8.96109  11.34208
Cl  8.72511  8.96065  12.90710
H  7.42839  11.04098  11.17000
H  6.40412  10.03162  10.15262
H  8.64543  8.96928  10.57184
H  7.29852  8.05395  11.25758
Cl  6.82177  13.71174  6.57749
C  7.27109  14.08081  8.24226
C  6.89775  12.93455  9.16910
Cl  5.18231  12.72571  9.34460
H  6.78567  14.98950  8.59533
H  8.34428  14.21414  8.31263
H  7.30248  13.18567  10.14477
H  7.45695  12.01539  8.86973
Cl  10.16578  20.96260  10.63110
C  9.38354  19.63318  11.59379
C  9.67464  19.75484  13.09357
Cl  11.21923  18.90995  13.43928
H  9.62734  18.63140  11.24136
H  8.31744  19.76415  11.49099
H  9.00135  19.04075  13.61799
H  9.65687  20.72225  13.56328
Cl  11.49509  14.30665  14.20083
C  9.89694  14.78554  13.52814
C  9.44847  14.07139  12.29543
Cl  9.17293  12.37044  12.58957
H  10.08560  15.82094  13.27520
H  9.16114  14.82222  14.35960
H  10.01116  14.19251  11.36020
H  8.50653  14.52872  11.95852

Cartesian forces (eV/Å) of the 3 atoms listed first:
-1.818 0.695 -1.524
0.374 -0.345 1.330
-0.220 0.262 0.648

Orbital gap (eV): 9.133
ΔE to the lowest compared entry with this formula, charge and spin (kcal per mole): 0.0
Net charge: 0
LUMO energy (eV): 0.155
SMILES string: c1ccncc1.c1ccncc1.c1ccncc1.c1ccncc1.ClCCCl.ClCCCl.ClCCCl.ClCCCl.ClCCCl.ClCCCl.ClCCCl

Entry 4:
Molecular formula: C34H50BINO18
Method: DFT, ωB97M-V with the def2-TZVPD basis set

Atoms and positions in Å:
C  -3.84738  2.87071  2.05559
O  -2.76343  2.01169  2.57109
B  -1.92707  1.58890  1.44680
O  -0.75399  2.34132  1.10264
C  -2.31649  0.25259  0.61156
C  -2.50987  0.36344  -1.00839
N  -2.09413  -1.04906  -1.39996
C  -2.33427  -1.48675  -2.83090
C  -1.13077  -1.13739  -3.82868
O  -0.54518  -2.36469  -4.35228
C  -2.29538  -2.01818  -0.27868
C  -3.76056  -2.52978  0.10586
C  -4.58984  -3.18536  -1.09497
O  -5.49439  -2.47409  -1.61646
I  -4.25323  -5.16751  -1.90695
C  -1.63394  -1.17090  0.95338
C  -2.18356  -1.53130  2.44771
O  -1.99241  -2.92051  2.79530
C  -0.96340  -3.10626  3.76848
C  0.16596  -4.20262  3.37992
O  -0.91581  -2.53061  4.87749
C  -0.04057  -1.28030  1.08171
C  0.77905  -2.23406  0.13079
C  2.34829  -2.31947  0.21573
C  3.19789  -1.49318  1.22344
C  2.37753  -0.56762  2.19762
C  0.82366  -0.48528  2.11651
H  -4.33576  2.33961  1.15770
H  -4.61652  2.99783  2.90943
H  -3.43622  3.90351  1.76192
H  -0.96403  3.30226  1.19475
H  -3.42260  0.10017  0.93321
H  -3.54796  0.70866  -1.35038
H  -1.67630  1.07412  -1.33300
H  -1.05269  -0.92023  -1.41751
H  -3.30559  -1.05727  -3.24581
H  -2.40383  -2.64187  -2.78788
H  -0.27752  -0.51715  -3.36466
H  -1.52500  -0.55879  -4.74621
H  0.43344  -2.33872  -4.25402
H  -1.77380  -2.98030  -0.60507
H  -4.43794  -1.75923  0.60270
H  -3.61533  -3.37015  0.89078
H  -1.70634  -0.80446  3.20790
H  -3.32143  -1.32980  2.52759
H  0.91725  -4.32635  4.22491
H  -0.41069  -5.18966  3.25116
H  0.61604  -3.95861  2.36196
H  0.30774  -2.87813  -0.68311
H  2.89982  -3.02124  -0.49339
H  4.34836  -1.54481  1.25074
H  2.98013  0.05787  2.95415
H  0.29849  0.22984  2.82861
C  4.95565  1.39439  -4.83889
C  3.70065  0.55148  -4.87551
C  2.51359  1.20647  -4.23411
O  1.73892  0.08268  -3.81817
C  2.61985  -0.93607  -3.60523
O  2.33745  -1.96941  -3.06199
O  3.85365  -0.62616  -4.08400
H  4.85872  2.27192  -5.48123
H  5.17520  1.72869  -3.82158
H  5.81836  0.80923  -5.16811
H  3.48496  0.24038  -5.90394
H  1.95122  1.83036  -4.93073
H  2.76508  1.79841  -3.34878
C  7.58486  5.19671  -4.33633
C  6.09855  5.46937  -4.41688
C  5.65712  6.66484  -3.62506
O  4.30243  6.34378  -3.32517
C  4.22094  4.98437  -3.30294
O  3.27744  4.36793  -2.89272
O  5.35421  4.41755  -3.80465
H  8.15599  5.97583  -4.84576
H  7.91904  5.14135  -3.29645
H  7.82066  4.23142  -4.79171
H  5.78481  5.53947  -5.46449
H  5.71937  7.59268  -4.19598
H  6.19888  6.78869  -2.68199
C  0.28546  -10.96707  3.38694
C  0.34427  -9.46198  3.53128
C  -0.96099  -8.83920  3.93080
O  -0.84796  -7.52812  3.38663
C  -0.01766  -7.62476  2.30850
O  0.14512  -6.75556  1.49915
O  0.59679  -8.83968  2.27292
H  0.13999  -11.44992  4.35576
H  -0.52847  -11.26706  2.72084
H  1.20909  -11.34338  2.94017
H  1.15276  -9.18042  4.21521
H  -1.09388  -8.80063  5.01325
H  -1.83271  -9.32503  3.48096
C  -4.11250  6.41063  4.28069
C  -4.27501  7.39768  3.14493
C  -2.97540  7.90713  2.59253
O  -3.34393  9.18101  2.07943
C  -4.40790  9.60653  2.82170
O  -4.84986  10.71630  2.79492
O  -4.89469  8.59641  3.59952
H  -3.68152  5.47065  3.92754
H  -3.46928  6.81625  5.06655
H  -5.07929  6.20249  4.74613
H  -4.90730  6.96768  2.35940
H  -2.57730  7.27007  1.80030
H  -2.20384  8.05279  3.35556

Cartesian forces (eV/Å) of the 3 atoms listed first:
-0.395 -0.161 0.504
0.554 0.227 -2.807
1.048 1.165 0.977

Orbital gap (eV): 8.869
Net charge: +1
LUMO energy (eV): -2.309

no.,strongest force on any atom (eV/A)
1,4.4
2,1.6
3,2.8
4,5.3